[1]
# C21H24F2N4O2

An isolated molecule of C21H24F2N4O2 (ωB97M-V/def2-TZVPD, the OMol25 dataset).

max |F|: 0.0112 Eh/bohr
M: 402.44 g mol⁻¹
LUMO: 0.52 eV
HOMO: -8.6 eV
frontier orbital gap: 9.129 eV
relative energy (zero: lowest compared OMol25 entry of this formula, charge and spin): 0.632 eV

Element x y z (Å)
F (-0.52457, 6.57098, 0.65142)
F (-2.54707, 5.22222, -0.62755)
O (1.08002, -2.37072, -1.77925)
O (3.36947, 2.16935, -0.25116)
N (0.62072, -2.56598, 0.40793)
N (0.33204, 0.38933, -0.43493)
N (2.34367, 1.44460, -2.12929)
N (-3.94806, -0.98132, -0.41285)
C (0.44652, 4.52080, 1.29901)
C (-0.48861, -3.46225, 0.09933)
C (-3.67930, -1.53167, 0.75774)
C (1.77493, -3.37422, 2.42679)
C (-2.59781, -2.37139, 0.97660)
C (1.30749, -2.04053, -0.62810)
C (2.38379, -1.00763, -0.32057)
C (1.25023, 0.68379, -2.69249)
C (-0.59121, 2.44310, 0.64127)
C (0.42071, 3.13795, 1.29421)
C (-2.03710, -2.08523, -1.31975)
C (0.03847, 0.85069, -1.78287)
C (-1.57134, 4.54524, 0.00319)
C (1.74431, 0.39041, -0.06409)
C (-0.54848, 5.22735, 0.64891)
C (-0.58669, 0.93237, 0.55257)
C (-1.59215, 3.16315, -0.00234)
C (0.86946, -2.30781, 1.80841)
C (2.57068, 1.44155, -0.80405)
C (-3.14809, -1.26476, -1.42777)
C (-1.74286, -2.64945, -0.08337)
H (1.23419, 5.06114, 1.79847)
H (-0.09297, -2.29304, 2.32686)
H (2.99676, -1.30268, 0.52895)
H (1.32097, -1.32555, 1.93268)
H (-2.43516, -2.80235, 1.95365)
H (2.73797, -3.39458, 1.92272)
H (-0.24604, 1.91511, -1.78646)
H (1.32638, -4.36080, 2.34017)
H (-1.39952, -2.27999, -2.16703)
H (-0.24484, -3.98514, -0.82855)
H (-0.80283, 0.26495, -2.16503)
H (-3.41518, -0.80543, -2.37114)
H (1.02288, 1.06411, -3.68844)
H (-2.40291, 2.65721, -0.50459)
H (1.20752, 2.60733, 1.80557)
H (-1.58733, 0.58566, 0.27774)
H (-0.33490, 0.50058, 1.52364)
H (-0.60001, -4.18365, 0.91063)
H (1.82398, 0.61685, 1.00151)
H (1.50471, -0.37795, -2.77174)
H (1.93666, -3.15987, 3.47980)
H (-4.36304, -1.28215, 1.55876)
H (2.82924, 2.12829, -2.68955)
H (3.03427, -0.96796, -1.19556)

Results of the Löwdin charge analysis, in e, for atoms 1 through 6:
1 F 0.086
2 F 0.086
3 O 0.047
4 O 0.065
5 N -0.043
6 N -0.101


[2]
# C21H24HfI3N4OSb

A structure of composition C21H24HfI3N4OSb (ωB97M-V/def2-TZVPD, the OMol25 dataset).

charge: +4
max |F|: 0.0181 Eh/bohr
M: 1029.41 g mol⁻¹
LUMO: -13.02 eV
HOMO: -20.5 eV
frontier orbital gap: 7.460 eV
relative energy (zero: lowest compared OMol25 entry of this formula, charge and spin): 0.000 eV

Element x y z (Å)
Hf (-0.16027, -0.22892, -0.12180)
I (-1.21128, 0.65737, -4.65508)
I (-0.93041, -3.14650, 0.81197)
I (-2.78922, -1.97284, -1.84762)
Sb (-0.08378, 0.12735, 3.37593)
O (0.38117, -0.93070, -1.97637)
N (0.55995, 1.66264, 0.77445)
N (1.58216, -0.99655, 0.96972)
N (0.72751, -2.44258, -3.58093)
N (-1.96987, 0.38811, 0.91310)
C (1.45390, 3.99443, 1.92805)
C (0.72268, -0.10960, -4.22048)
C (0.96442, 2.68693, -0.00397)
C (-1.93497, 0.07094, 2.24023)
C (2.72113, -1.52149, 0.45980)
C (1.42018, 3.87130, 0.55508)
C (0.60728, -1.19594, -3.22328)
C (0.88068, 2.48454, -1.48616)
C (1.22405, -1.22341, 2.27445)
C (-4.27645, 0.91119, 1.04338)
C (3.21705, -1.09814, -0.88628)
C (-3.09478, 0.09764, 2.97833)
C (-2.60030, -3.52493, -0.43985)
C (-3.08576, 0.87054, 0.33030)
C (-4.29205, 0.48629, 2.35602)
C (1.02798, 2.92686, 2.73004)
C (0.58662, 1.76743, 2.13977)
C (3.06544, -2.74250, 2.49979)
C (1.94271, -2.10552, 3.04766)
C (-2.96029, 1.44767, -1.04145)
C (3.46879, -2.41304, 1.22620)
H (1.31940, 0.70576, -3.82220)
H (1.80571, 4.91071, 2.38674)
H (3.63943, -3.44292, 3.09487)
H (4.28441, -0.88449, -0.81679)
H (1.05161, 3.02453, 3.80834)
H (-5.21531, 0.50835, 2.92293)
H (-3.08962, -0.13803, 4.03537)
H (0.60782, -3.19158, -2.91156)
H (1.84511, 2.63015, -1.97551)
H (-3.76321, 1.12104, -1.70156)
H (-2.01403, 1.19961, -1.55108)
H (1.67575, -2.28010, 4.08302)
H (1.14548, -0.45922, -5.15852)
H (0.14901, 3.14472, -1.95483)
H (-5.17071, 1.29685, 0.57033)
H (4.37982, -2.82325, 0.80865)
H (3.09724, -1.89079, -1.62659)
H (1.74144, 4.68190, -0.08653)
H (-3.48195, -3.56056, 0.18971)
H (-2.41398, -4.46166, -0.95288)
H (0.57587, 1.45248, -1.74625)
H (0.92518, -2.69301, -4.54375)
H (2.73712, -0.18755, -1.24701)
H (-2.99587, 2.53852, -0.97591)

Results of the Löwdin charge analysis, in e, for atoms 1 through 6:
1 Hf 1.586
2 I 1.026
3 I 1.074
4 I 1.012
5 Sb 1.655
6 O -0.334


[3]
# C21H24MoN2OP2Se

A structure of composition C21H24MoN2OP2Se at a distorted geometry (ωB97M-V/def2-TZVPD, the OMol25 dataset).

charge: +2
max |F|: 0.1543 Eh/bohr
M: 557.28 g mol⁻¹
LUMO (spin up / spin down): -8.63 / -8.52 eV
HOMO (spin up / spin down): -14.1 / -14.3 eV
frontier orbital gap (spin up / spin down): 5.517 / 5.762 eV
2S+1: 3

Element x y z (Å)
Mo (-0.18888, 0.49179, 0.09536)
Se (1.02199, -4.25660, 0.21865)
P (1.97495, 1.35537, 0.87911)
P (-0.08311, 0.57772, -2.30056)
O (-2.47113, 1.16133, 2.07559)
N (0.17010, -1.44572, 0.11217)
N (-0.57940, 2.78567, -0.27984)
C (1.92072, 3.19165, 1.05488)
C (-1.56157, 0.80422, 1.41777)
C (3.60798, 1.07104, 0.15413)
C (-3.81103, 3.33715, -2.93976)
C (-0.70217, 4.41317, 3.56247)
C (-1.32453, -0.42264, -3.14683)
C (-2.85842, 3.52946, -0.69602)
C (-1.86424, 4.32280, 2.82444)
C (-1.84216, 3.87443, 1.47833)
C (-1.57240, 3.11919, -1.19543)
C (-2.97910, 3.71351, 0.68389)
C (-1.42857, 2.88926, -2.60761)
C (-0.17816, 2.23399, -3.13084)
C (-2.54388, 2.98516, -3.43726)
C (2.31323, 0.92798, 2.61580)
C (1.48500, -0.01484, -2.96817)
C (0.52803, 4.08806, 2.97935)
C (-3.95640, 3.61515, -1.59696)
C (0.47007, -2.61282, 0.15348)
C (-0.58278, 3.50268, 0.90829)
C (0.61385, 3.64444, 1.66463)
H (-1.55096, 0.77057, -0.97444)
H (4.40723, 1.48456, 0.77883)
H (-2.31242, -0.14105, -2.76695)
H (-3.96866, 3.88529, 1.12193)
H (2.55335, -0.13650, 2.69280)
H (3.78588, -0.00544, 0.06017)
H (-4.64616, 3.43644, -3.63688)
H (1.45066, 1.13834, 3.25032)
H (2.05144, 3.61587, 0.05382)
H (1.43405, 4.10842, 3.58063)
H (3.15888, 1.50652, 3.00495)
H (-4.91468, 3.89459, -1.16694)
H (2.33999, 0.56441, -2.60812)
H (1.44258, 0.06134, -4.05957)
H (-1.24781, -0.23249, -4.22502)
H (2.76268, 3.50218, 1.68020)
H (-1.13229, -1.47476, -2.89819)
H (3.69406, 1.51918, -0.83827)
H (0.72414, 2.81037, -2.90819)
H (-0.72146, 4.75954, 4.59313)
H (1.64495, -1.06109, -2.69903)
H (-2.81889, 4.64005, 3.23238)
H (-0.25408, 1.98719, -4.19761)
H (-2.43453, 2.72133, -4.49267)

Results of the Löwdin charge analysis, in e, for atoms 1 through 6:
1 Mo 1.013
2 Se 0.878
3 P 0.802
4 P 0.741
5 O 0.145
6 N -0.184


[4]
# C21H24N2O7S

An isolated molecule of C21H24N2O7S at a distorted geometry (ωB97M-V/def2-TZVPD, the OMol25 dataset).

max |F|: 0.0211 Eh/bohr
M: 448.50 g mol⁻¹
LUMO: 0.54 eV
HOMO: -9.0 eV
frontier orbital gap: 9.572 eV
relative energy (zero: lowest compared OMol25 entry of this formula, charge and spin): 0.821 eV

Element x y z (Å)
S (3.32690, -0.13218, -0.94017)
O (4.69119, -0.08460, -0.49263)
O (-4.49812, 1.91038, -0.43514)
O (-2.26855, 0.13252, -0.43570)
O (-3.88096, -2.27118, -2.22498)
O (3.07892, -0.16657, -2.35241)
O (-3.37393, -2.14602, -0.03279)
O (-1.37018, -5.03085, 0.57946)
N (2.42358, 1.12857, -0.27425)
N (-0.86399, -2.84008, 0.15812)
C (-3.12181, 3.57765, 0.54968)
C (-1.91548, 3.97735, 1.09042)
C (2.54101, -1.58923, -0.24931)
C (1.16554, -1.65977, -0.26354)
C (-0.85465, 3.08795, 1.15363)
C (0.53262, -2.81754, 0.18692)
C (2.68179, -3.79613, 0.63990)
C (2.95899, 1.59193, 0.99513)
C (-1.69388, -3.89870, 0.31169)
C (-0.98522, 1.80972, 0.64480)
C (1.30088, -3.88925, 0.63708)
C (-3.60113, -1.64001, -1.24761)
C (-3.43982, -0.12465, -1.18793)
C (-2.19049, 1.40717, 0.08504)
C (-4.65775, 0.51850, -0.50746)
C (3.24735, 3.03187, -1.66791)
C (-3.17746, -3.54525, 0.09680)
C (-3.27374, 2.28681, 0.05981)
C (2.74489, 0.55462, 2.08892)
C (3.31329, -2.64482, 0.19616)
C (2.07122, 2.16253, -1.23350)
H (-1.80755, 4.98002, 1.47314)
H (4.38685, -2.54654, 0.18564)
H (-1.28919, -1.94228, -0.04885)
H (2.92809, 3.72079, -2.44564)
H (3.35180, -0.32491, 1.89585)
H (3.26844, -4.63196, 0.98841)
H (1.70039, 0.25622, 2.13922)
H (3.03621, 0.97381, 3.04907)
H (-4.75704, 0.09145, 0.50067)
H (0.81056, -4.78880, 0.97066)
H (-5.56614, 0.33273, -1.08215)
H (2.43885, 2.51774, 1.25283)
H (-3.75063, -3.89134, 0.95974)
H (0.59646, -0.82110, -0.63443)
H (1.27714, 2.77336, -0.79296)
H (4.03661, 2.39605, -2.06189)
H (-3.53149, -4.06305, -0.80198)
H (0.08070, 3.39127, 1.59762)
H (3.64083, 3.60725, -0.83298)
H (-0.16055, 1.11517, 0.66228)
H (4.03186, 1.79916, 0.90532)
H (-3.96819, 4.24335, 0.50106)
H (1.67216, 1.63693, -2.10176)
H (-3.33721, 0.27398, -2.20710)

Results of the Löwdin charge analysis, in e, for atoms 1 through 6:
1 S 0.679
2 O -0.278
3 O -0.006
4 O 0.002
5 O 0.161
6 O -0.272


[5]
# C21H24N4O4S

An isolated molecule of C21H24N4O4S at a distorted geometry (ωB97M-V/def2-TZVPD, the OMol25 dataset).

max |F|: 0.0267 Eh/bohr
M: 428.51 g mol⁻¹
LUMO: -0.73 eV
HOMO: -8.8 eV
frontier orbital gap: 8.018 eV
relative energy (zero: lowest compared OMol25 entry of this formula, charge and spin): 5.358 eV

Element x y z (Å)
S (-0.67622, 1.43741, 0.24447)
O (0.55524, -7.28835, -6.09422)
O (-1.86316, 1.15813, 0.99666)
O (2.01024, -6.06512, -7.09535)
O (-0.58404, 2.69738, -0.44368)
N (-0.77074, 2.11028, 4.54497)
N (1.17132, -6.25376, -6.23999)
N (2.80486, -0.62974, -1.03327)
N (0.66876, 1.21750, 1.23839)
C (-0.07968, -0.67898, -3.15293)
C (-0.35250, -4.30165, -3.48395)
C (-0.34623, -1.17794, -0.43633)
C (0.33019, -3.08902, -3.59429)
C (-2.88583, 3.25439, 4.31926)
C (0.88502, -5.17168, -5.33382)
C (-2.18872, 1.87441, 4.29653)
C (-0.03068, 2.38654, 3.32737)
C (2.56926, 0.46313, -0.79356)
C (-0.44007, 0.10900, -0.92964)
C (-0.77863, 3.20947, 5.49662)
C (-0.32639, 0.36603, -2.28169)
C (-1.89216, 4.17312, 5.04610)
C (0.36631, 1.06672, 2.64688)
C (1.29810, -2.93883, -4.58889)
C (-0.08254, -5.34058, -4.34997)
C (-0.11058, -2.22342, -1.30743)
C (0.04053, -1.98185, -2.67262)
C (1.58047, -3.97398, -5.45536)
C (1.80644, 2.05937, 0.92993)
C (2.29453, 1.84590, -0.50784)
H (0.00565, -0.48851, -4.21210)
H (2.33092, -3.87682, -6.22494)
H (-0.44734, -1.34216, 0.62392)
H (0.20044, 3.68322, 5.56277)
H (-2.33992, 1.35861, 3.35040)
H (-0.00627, -3.22811, -0.92801)
H (1.84614, -2.01229, -4.65947)
H (-2.34189, 4.68844, 5.89257)
H (1.55861, 3.12301, 1.04475)
H (-1.11262, -4.41791, -2.72691)
H (3.21131, 2.42204, -0.66359)
H (-2.56415, 1.24584, 5.10848)
H (0.86968, 2.95108, 3.58447)
H (-3.07304, 3.59981, 3.30345)
H (-3.84152, 3.19746, 4.83699)
H (2.60235, 1.80082, 1.63451)
H (1.53146, 2.20781, -1.20055)
H (-0.60621, -6.28193, -4.28252)
H (-0.61254, 2.97446, 2.59883)
H (1.22891, 0.61611, 3.14407)
H (-0.43009, 1.38090, -2.63409)
H (-1.02567, 2.78759, 6.47526)
H (-0.47015, 0.37256, 2.71207)
H (-1.48712, 4.92410, 4.36727)

Results of the Löwdin charge analysis, in e, for atoms 1 through 6:
1 S 0.688
2 O 0.081
3 O -0.268
4 O 0.082
5 O -0.282
6 N -0.169


[6]
# C21H24N4O4S2

An isolated molecule of C21H24N4O4S2 at a distorted geometry (ωB97M-V/def2-TZVPD, the OMol25 dataset).

max |F|: 0.0337 Eh/bohr
M: 460.58 g mol⁻¹
LUMO: 0.11 eV
HOMO: -8.7 eV
frontier orbital gap: 8.834 eV
relative energy (zero: lowest compared OMol25 entry of this formula, charge and spin): 1.724 eV

Element x y z (Å)
S (-3.90323, 1.85867, 0.45166)
S (-1.78837, 1.39841, -1.98150)
O (-4.30238, 1.15340, -0.72242)
O (2.96991, -3.24804, -0.77713)
O (1.66824, -2.52467, 4.15361)
O (-4.86278, 2.58773, 1.21342)
N (0.43176, 2.52387, -1.39340)
N (-2.74731, 3.01388, -0.03119)
N (-0.12001, -1.22145, 3.79162)
N (-0.45570, 3.06722, -0.56394)
C (-1.65121, 2.60965, -0.72883)
C (-2.90435, 0.82229, 1.49688)
C (2.54446, -0.85601, -0.48898)
C (-1.07021, -0.56637, 3.02239)
C (-1.77701, 0.50613, 3.57437)
C (-0.05174, 1.64766, -2.19274)
C (1.05463, -1.81920, 3.38617)
C (2.54339, -2.18027, -0.05797)
C (2.05804, 0.14567, 0.33601)
C (2.04346, -2.47616, 1.21197)
C (0.73584, 0.90561, -3.20694)
C (5.66722, -2.17758, -3.22900)
C (0.22148, 1.17755, -4.62013)
C (1.53298, -1.47472, 2.02022)
C (1.54925, -0.14963, 1.58450)
C (-2.26779, -0.27920, 0.95541)
C (3.59888, -3.05250, -2.02901)
C (-2.68120, 1.21031, 2.80450)
C (-1.35348, -0.97827, 1.71699)
C (5.85258, -3.37207, -4.15760)
C (5.03828, -2.55122, -1.88771)
H (0.29181, 2.23781, -4.84908)
H (4.89443, -3.78781, -4.45803)
H (6.38687, -3.06991, -5.05519)
H (3.58519, -4.04272, -2.49010)
H (3.01161, -2.37033, -2.65730)
H (2.05381, -3.49936, 1.55278)
H (6.64188, -1.72493, -3.03558)
H (-2.50870, -0.58387, -0.05015)
H (2.93106, -0.58498, -1.45791)
H (-0.85637, -1.84262, 1.30797)
H (-2.58002, 3.76041, 0.62663)
H (5.63251, -3.32777, -1.40281)
H (-3.22240, 2.05570, 3.19866)
H (5.04328, -1.67726, -1.23234)
H (0.81169, 0.62524, -5.34683)
H (5.04754, -1.42556, -3.72384)
H (2.07173, 1.16785, -0.01064)
H (-1.59160, 0.79650, 4.59760)
H (1.77647, 1.21969, -3.11550)
H (-0.28443, -1.26108, 4.79055)
H (6.42790, -4.15137, -3.66346)
H (0.66638, -0.16390, -2.99321)
H (1.18905, 0.64293, 2.22212)
H (-0.81805, 0.87132, -4.70854)

Results of the Löwdin charge analysis, in e, for atoms 1 through 6:
1 S 0.648
2 S 1.125
3 O -0.313
4 O -0.035
5 O 0.102
6 O -0.269